1.
CH6N4 in the gas phase in a non-equilibrium geometry, computed with ωB97M-V with the def2-TZVPD basis set.

Properties
* energy above the lowest of the compared OMol25 structures with the same formula, charge and spin: 1.726 eV
* multiplicity: 1
* structure (SMILES): [H]/N=C(/N)NN
* gap between HOMO and LUMO: 9.26 eV
* maximum force: 0.1074 Eh/bohr

Geometry as XYZ:
```
11
CH6N4 | the Open Molecules 2025 dataset | ωB97M-V with the def2-TZVPD basis set
C 0.58 -0.24 -0.14
H -1.85 0.67 -0.76
H -1.73 0.26 0.99
H -0.61 -1.74 0.19
H 0.35 1.91 -0.59
H 1.60 1.30 0.44
H 1.67 -1.65 -0.06
N -1.92 -0.10 0.06
N -0.63 -0.82 -0.17
N 0.68 1.11 0.02
N 1.85 -0.71 0.03
```

=====

2.
7 unconnected molecules or ions with the total composition C17H36N2O5S2 in a non-equilibrium geometry, computed with ωB97M-V with the def2-TZVPD basis set.

Properties
* multiplicity: 1
* gap between HOMO and LUMO: 8.95 eV
* maximum force: 0.0325 Eh/bohr

Geometry as XYZ:
```
62
C17H36N2O5S2 | the Open Molecules 2025 dataset | ωB97M-V with the def2-TZVPD basis set
C -0.76 3.90 -27.53
C 0.05 4.30 -26.37
N 0.67 4.60 -25.46
H -1.77 4.28 -27.39
H -0.70 2.82 -27.60
H -0.26 4.36 -28.38
C 7.03 -0.38 -26.57
C 5.84 -0.43 -25.73
N 4.88 -0.48 -25.10
H 7.01 -1.19 -27.30
H 7.93 -0.44 -25.96
H 7.02 0.55 -27.13
C 2.14 3.16 -31.26
S 1.81 1.41 -31.58
O 0.71 1.33 -32.61
C 3.25 0.94 -32.56
H 1.31 3.62 -30.73
H 2.18 3.65 -32.24
H 3.11 3.36 -30.80
H 3.21 -0.10 -32.85
H 4.17 1.26 -32.07
H 3.18 1.58 -33.45
C 3.31 0.43 -22.02
S 1.79 1.44 -22.08
O 0.77 0.64 -22.85
C 1.33 1.16 -20.33
H 3.85 0.82 -21.15
H 3.84 0.47 -22.96
H 3.07 -0.62 -21.82
H 2.16 1.50 -19.69
H 1.21 0.09 -20.15
H 0.41 1.63 -20.03
C 3.26 0.83 -28.27
C 2.51 1.87 -27.48
O 2.26 2.95 -27.98
C 2.06 1.45 -26.11
H 3.82 1.30 -29.08
H 2.53 0.20 -28.80
H 3.86 0.22 -27.61
H 1.68 0.45 -26.32
H 1.26 2.02 -25.64
H 2.85 1.46 -25.35
C -1.21 0.31 -29.55
C -1.73 -0.73 -28.60
O -2.91 -0.93 -28.41
C -0.72 -1.67 -27.97
H -1.36 -0.03 -30.57
H -0.16 0.55 -29.39
H -1.77 1.23 -29.38
H -0.34 -2.30 -28.78
H -1.14 -2.34 -27.23
H 0.14 -1.14 -27.56
C 1.44 6.64 -28.76
C 2.94 6.91 -28.74
O 3.36 8.03 -28.91
C 3.87 5.74 -28.50
H 1.01 7.60 -29.07
H 1.02 6.42 -27.78
H 1.16 5.92 -29.52
H 4.83 6.09 -28.13
H 4.09 5.16 -29.40
H 3.41 5.08 -27.77
```

=====

3.
2 unconnected molecules or ions with the total composition C5H16NO in a non-equilibrium geometry, computed with ωB97M-V with the def2-TZVPD basis set.

Properties
* energy above the lowest of the compared OMol25 structures with the same formula, charge and spin: 1.428 eV
* multiplicity: 1
* gap between HOMO and LUMO: 11.97 eV
* charge: +1
* maximum force: 0.0669 Eh/bohr

Geometry as XYZ:
```
23
C5H16NO | the Open Molecules 2025 dataset | ωB97M-V with the def2-TZVPD basis set
C -2.08 -0.39 0.24
C -0.67 -0.20 -0.22
C 0.41 -0.13 0.87
C 0.43 -1.48 1.61
C 0.15 0.95 1.92
N -0.51 1.21 -0.91
H -2.81 0.26 -0.27
H -2.38 -1.40 -0.06
H -2.26 -0.38 1.34
H -0.33 -0.90 -0.98
H 1.38 -0.09 0.38
H 1.03 -1.39 2.53
H -0.56 -1.61 2.08
H 0.69 -2.40 1.09
H 0.27 1.99 1.56
H -0.94 0.96 2.07
H 0.79 0.90 2.77
H -1.00 1.99 -0.44
H 0.42 1.17 -1.36
H -1.11 1.23 -1.75
H 1.36 -0.66 -2.89
H 2.72 -0.47 -3.40
O 2.08 -0.02 -2.84
```